# C2H3F3N2O

A 3-piece molecular cluster, C2H3F3N2O overall (the ωB97M-V functional and the def2-TZVPD basis, the OMol25 dataset).

Each atom is followed by the atoms it is bonded to, with distances in Å.
Atoms and positions in Å:
1 C -0.20316 0.06809 -0.64539  N3 1.209, N4 1.301
2 C 2.77132 0.37039 -0.08555  O5 1.162, F6 1.312, F7 1.314
3 N 0.21128 -1.02476 -0.95391  C1 1.209, H11 0.999
4 N -0.61150 0.65838 0.43967  C1 1.301, H9 1.007, H10 1.014
5 O 2.43892 1.29686 -0.70332  C2 1.162
6 F 3.48506 -0.64361 -0.51501  C2 1.312
7 F 2.52002 0.16331 1.18721  C2 1.314
8 F 0.39098 -2.38208 0.16075  no bonds
9 H -0.76738 1.65352 0.43954  N4 1.007
10 H -0.64180 0.16241 1.32378  N4 1.014
11 H 0.39032 -1.50791 -1.81004  N3 0.999

Properties
relative energy (zero: lowest compared OMol25 entry of this formula, charge and spin): 0.00 kJ/mol
2S+1: 3
charge: 0
expectation value of S²: 2.0059
LUMO energy (spin up / spin down): 0.749 / -2.142 eV
frontier orbital gap (spin up / spin down): 7.70 / 8.20 eV